# C41H130F6N27O43S2

A 27-piece molecular cluster, C41H130F6N27O43S2 overall (ωB97M-V/def2-TZVPD, the OMol25 dataset).

Each line ends with the Löwdin charge.
Cartesian coordinates (Å):
1 C 7.63354 -23.53504 2.08201  -0.624
2 F 6.35498 -23.57937 1.67982  0.136
3 F 7.89284 -24.70189 2.77660  0.119
4 F 8.49499 -23.36883 1.11406  0.162
5 S 7.94418 -22.09998 3.26526  0.821
6 O 6.66073 -22.08130 4.08418  -0.336
7 O 9.12528 -22.48564 4.11190  -0.317
8 N 8.09939 -20.70750 2.21425  -0.287
9 S 9.35232 -19.96772 2.87683  0.610
10 O 9.15339 -19.61684 4.27729  -0.309
11 O 10.63256 -20.59526 2.55872  -0.281
12 C 9.33203 -18.22904 1.94038  -0.640
13 F 9.70294 -18.38205 0.67907  0.156
14 F 8.14564 -17.70087 1.99872  0.153
15 F 10.16458 -17.39274 2.57194  0.122
16 C 8.17691 -21.75060 7.77633  -0.832
17 O 7.44724 -21.77214 8.77410  -0.008
18 N 8.72760 -20.64357 7.40639  0.195
19 N 8.55701 -22.73021 7.05178  0.208
20 H 9.27044 -20.55897 6.55888  0.090
21 H 8.58200 -19.86212 8.02947  0.127
22 H 9.19122 -22.52235 6.29371  0.089
23 H 8.10216 -23.62824 7.13393  0.112
24 C 5.51038 -17.78430 3.83713  -0.778
25 O 6.03820 -16.71502 4.02020  0.037
26 N 5.29722 -18.66965 4.74345  0.196
27 N 4.92738 -18.24607 2.77250  0.186
28 H 4.95984 -19.52478 4.32510  0.063
29 H 5.99538 -18.57823 5.46755  0.133
30 H 4.32824 -19.05913 2.78090  0.087
31 H 5.21166 -17.92168 1.85923  0.088
32 C 8.90552 -15.67834 5.60703  -0.780
33 O 9.87403 -15.97391 6.30556  0.005
34 N 8.78758 -15.71152 4.35593  0.193
35 N 7.80837 -15.13166 6.03705  0.175
36 H 7.85217 -15.69778 3.97523  0.087
37 H 9.54901 -16.15528 3.86258  0.097
38 H 7.72429 -14.72781 6.95897  0.123
39 H 7.04024 -14.97722 5.39969  0.101
40 C 6.61766 -16.63061 -1.70694  -0.814
41 O 7.45695 -16.83747 -2.57054  0.016
42 N 6.64852 -16.86502 -0.46372  0.216
43 N 5.44132 -16.25886 -2.02766  0.188
44 H 6.02340 -16.29702 0.09008  0.114
45 H 7.49731 -17.30066 -0.13225  0.106
46 H 4.66230 -16.09533 -1.40598  0.055
47 H 5.28717 -15.99634 -2.99068  0.131
48 C 9.94820 -18.79559 -4.15384  -0.900
49 O 10.74692 -19.48397 -4.64124  0.087
50 N 8.94595 -19.13948 -3.46630  0.195
51 N 9.93117 -17.52208 -4.40003  0.165
52 H 8.22886 -18.59315 -3.01087  0.072
53 H 9.03885 -20.13351 -3.31347  0.116
54 H 10.66422 -17.06069 -4.91951  0.101
55 H 9.29892 -16.90920 -3.90530  0.077
56 C 2.61128 -17.55921 -1.04006  -0.748
57 O 3.21231 -16.59812 -0.65814  -0.005
58 N 1.38813 -17.51480 -1.49012  0.196
59 N 3.13355 -18.72405 -0.84363  0.209
60 H 0.94265 -18.42023 -1.53320  0.119
61 H 0.83615 -16.67465 -1.39232  0.125
62 H 3.98322 -18.79784 -0.30260  0.081
63 H 2.78494 -19.63744 -1.09720  0.124
64 C 9.51675 -26.79296 6.24833  -0.714
65 O 10.45203 -27.17520 5.55694  0.023
66 N 9.50784 -26.71235 7.58649  0.165
67 N 8.46599 -26.25044 5.73281  0.200
68 H 8.83355 -26.26187 8.18856  0.103
69 H 10.34970 -27.01253 8.05688  0.109
70 H 7.76369 -25.78765 6.29201  0.078
71 H 8.16480 -26.52641 4.80910  0.093
72 C 2.44280 -14.74929 2.35173  -0.789
73 O 2.41415 -13.93758 3.20921  0.062
74 N 1.34953 -15.37898 1.86051  0.158
75 N 3.57516 -15.13602 1.84277  0.178
76 H 1.30466 -16.09616 1.15076  0.076
77 H 0.46635 -15.00114 2.17250  0.100
78 H 3.59063 -15.46790 0.88898  0.057
79 H 4.42548 -14.77998 2.25545  0.110
80 C 14.11572 -18.19950 -2.99994  -0.849
81 O 14.90134 -19.02616 -3.23203  0.090
82 N 13.88754 -17.72803 -1.80288  0.174
83 N 13.62308 -17.43388 -3.91103  0.166
84 H 14.65149 -17.87718 -1.15927  0.097
85 H 13.18562 -17.01606 -1.65970  0.103
86 H 13.95928 -17.53269 -4.85829  0.123
87 H 12.89137 -16.76120 -3.73157  0.098
88 C 11.72772 -22.05783 -0.69226  -0.778
89 O 11.20082 -23.05593 -0.99942  0.087
90 N 13.00775 -22.05863 -0.66019  0.183
91 N 11.19583 -20.83829 -0.54268  0.207
92 H 13.52310 -21.22163 -0.42794  0.105
93 H 13.52534 -22.72367 -1.21691  0.139
94 H 10.21261 -20.62305 -0.45874  0.057
95 H 11.74609 -20.00226 -0.67822  0.106
96 C 10.33095 -30.13988 3.51671  -0.753
97 O 11.44094 -30.65942 3.79873  -0.020
98 N 9.35635 -30.70691 2.83172  0.154
99 N 10.00194 -28.91059 3.68285  0.169
100 H 9.55374 -31.68538 2.67763  0.112
101 H 8.56273 -30.14873 2.55119  0.038
102 H 10.65398 -28.32490 4.18477  0.075
103 H 9.00521 -28.75045 3.65133  0.079
104 C 12.09231 -18.94714 6.14015  -0.880
105 O 12.92486 -19.74172 5.82214  0.063
106 N 11.77969 -18.68888 7.34619  0.174
107 N 11.58013 -18.07789 5.39381  0.187
108 H 11.32890 -17.82314 7.60576  0.111
109 H 12.32066 -19.24092 7.99635  0.118
110 H 10.80779 -17.62472 5.86096  0.065
111 H 11.86018 -17.92304 4.43584  0.115
112 C 2.87874 -25.82849 2.35245  -0.806
113 O 4.01468 -25.97700 2.58249  0.074
114 N 2.29540 -26.26189 1.27160  0.202
115 N 2.13414 -25.30203 3.29526  0.182
116 H 1.29342 -26.13542 1.25979  0.109
117 H 2.81669 -26.22742 0.40722  0.091
118 H 1.15097 -25.53326 3.29268  0.115
119 H 2.66579 -25.16206 4.14252  0.114
120 C 3.04842 -21.90753 1.71392  -0.196
121 C 3.10750 -21.93762 3.20449  -0.195
122 O 4.05715 -21.02947 3.80034  -0.118
123 O 2.78355 -20.57637 1.19651  -0.098
124 H 2.24201 -22.56823 1.39569  0.114
125 H 3.98833 -22.14655 1.21638  0.110
126 H 3.27971 -22.95778 3.54761  0.096
127 H 2.23364 -21.51196 3.69772  0.134
128 H 4.85954 -21.53300 3.95602  0.025
129 H 3.55714 -20.28197 0.71021  -0.006
130 C 12.46807 -28.04749 1.84124  -0.220
131 C 12.11791 -26.58697 1.96938  -0.220
132 O 11.27639 -26.12397 0.87367  -0.081
133 O 13.44618 -28.03844 0.78247  -0.071
134 H 11.60307 -28.70936 1.79891  0.100
135 H 12.97898 -28.28518 2.77429  0.125
136 H 13.03571 -26.00170 2.02597  0.119
137 H 11.51158 -26.50652 2.87160  0.099
138 H 11.37397 -25.17116 0.80861  0.056
139 H 13.00779 -27.82052 -0.04331  0.075
140 C 16.20430 -18.72459 2.88514  -0.201
141 C 15.76333 -18.62406 1.41954  -0.251
142 O 14.42475 -19.03233 1.31923  -0.094
143 O 16.01669 -17.51568 3.62025  -0.082
144 H 17.25086 -19.01966 2.96093  0.120
145 H 15.55224 -19.42479 3.40729  0.123
146 H 16.28440 -19.44294 0.92352  0.116
147 H 16.06873 -17.72486 0.88451  0.118
148 H 14.52100 -19.88107 1.75737  0.041
149 H 15.09205 -17.30063 3.47749  0.014
150 C 11.93412 -11.29053 5.53962  -0.214
151 C 11.18012 -12.62301 5.33781  -0.211
152 O 10.14289 -12.26129 4.41490  -0.087
153 O 12.70412 -10.86535 4.38911  -0.081
154 H 12.69702 -11.34173 6.31644  0.113
155 H 11.22580 -10.49776 5.78022  0.112
156 H 10.66850 -13.11119 6.16729  0.110
157 H 11.79396 -13.38923 4.86432  0.100
158 H 9.92744 -13.08593 3.97315  0.064
159 H 12.12695 -10.98661 3.63164  0.068
160 C 5.73522 -28.81912 3.41210  -0.249
161 C 6.88833 -28.24514 2.51498  -0.200
162 O 7.51520 -29.22261 1.67533  -0.075
163 O 5.30690 -27.86597 4.33934  -0.056
164 H 6.07332 -29.73309 3.90039  0.117
165 H 4.94427 -29.21277 2.77371  0.115
166 H 7.60112 -27.80016 3.20927  0.080
167 H 6.40994 -27.41600 1.99367  0.116
168 H 7.87996 -28.72558 0.93946  0.059
169 H 4.95957 -27.19815 3.74354  0.025
170 C 4.80472 -23.17531 7.04822  -0.204
171 C 5.00180 -24.67732 6.62006  -0.218
172 O 5.75350 -24.83395 5.45057  -0.085
173 O 3.72115 -22.62828 6.31890  -0.080
174 H 5.69089 -22.63311 6.71834  0.096
175 H 4.60965 -23.06340 8.11477  0.118
176 H 4.01540 -25.13933 6.57933  0.112
177 H 5.64695 -25.26535 7.27283  0.113
178 H 5.32283 -24.34730 4.74397  0.063
179 H 3.80214 -21.67316 6.26606  0.082
180 C 8.02901 -11.95460 -0.09018  -0.256
181 C 7.66812 -13.38783 0.09159  -0.274
182 O 6.32124 -13.55439 0.35509  -0.058
183 O 8.13980 -11.35359 1.16652  -0.050
184 H 7.29976 -11.32362 -0.59826  0.123
185 H 8.98105 -11.77336 -0.58904  0.120
186 H 8.26577 -13.93563 0.82016  0.128
187 H 7.85854 -14.02253 -0.77385  0.110
188 H 5.89125 -13.11952 -0.38491  0.090
189 H 7.56494 -10.58709 1.10641  0.085
190 C 4.18243 -25.94295 -2.61438  -0.240
191 C 5.19783 -26.48928 -3.63068  -0.259
192 O 4.57159 -27.41400 -4.42990  -0.054
193 O 3.74612 -26.78281 -1.59502  -0.080
194 H 3.20829 -25.70855 -3.04357  0.120
195 H 4.52447 -25.07896 -2.04461  0.116
196 H 6.05405 -27.01906 -3.21316  0.116
197 H 5.50177 -25.71123 -4.33093  0.123
198 H 5.32043 -27.98349 -4.62102  0.094
199 H 3.75613 -27.68073 -1.93447  0.092
200 C 14.02181 -15.04296 3.19485  -0.209
201 C 14.40587 -15.31086 1.77984  -0.177
202 O 13.37884 -16.20281 1.15300  -0.086
203 O 13.81546 -16.25525 3.92987  -0.084
204 H 13.09634 -14.46814 3.16029  0.107
205 H 14.79597 -14.51349 3.75021  0.132
206 H 15.31497 -15.91222 1.77817  0.090
207 H 14.60975 -14.52548 1.05203  0.124
208 H 13.74835 -17.07474 1.31047  0.017
209 H 13.57316 -16.12642 4.84981  0.105
210 C 8.99964 -26.06336 -2.06869  -0.247
211 C 8.25288 -26.41641 -0.82864  -0.255
212 O 8.80008 -27.59830 -0.35050  -0.046
213 O 10.15756 -25.38746 -1.66512  -0.076
214 H 8.41701 -25.39004 -2.69740  0.107
215 H 9.34010 -26.89909 -2.68003  0.131
216 H 7.21631 -26.55188 -1.13727  0.102
217 H 8.19123 -25.63646 -0.06970  0.113
218 H 9.62362 -27.33541 0.06697  0.077
219 H 9.99081 -24.58102 -1.17171  0.034
220 C 11.72857 -23.42940 8.23200  -0.290
221 C 11.10228 -22.43523 9.18788  -0.177
222 O 11.63576 -22.76787 10.54487  -0.087
223 O 13.08815 -23.24992 8.20288  -0.039
224 H 11.34137 -23.25582 7.22799  0.110
225 H 11.57170 -24.45256 8.57352  0.112
226 H 10.01333 -22.48096 9.20216  0.094
227 H 11.41436 -21.44119 8.86759  0.106
228 H 10.95060 -22.51760 11.16898  0.072
229 H 13.24279 -23.00647 9.11853  0.073
230 C 13.97452 -22.65644 2.93689  -0.156
231 C 12.64881 -23.05638 3.76534  -0.151
232 O 11.64474 -23.62049 2.86826  -0.100
233 O 13.63341 -21.52171 2.15957  -0.114
234 H 14.39827 -23.48631 2.37134  0.111
235 H 14.72609 -22.29357 3.63802  0.113
236 H 12.05592 -22.31878 4.30619  0.107
237 H 12.91740 -23.85966 4.45142  0.108
238 H 10.97885 -22.93501 2.95938  0.010
239 H 12.85224 -21.61667 1.60970  0.047
240 C 7.12345 -21.24167 -0.94162  -0.204
241 C 5.97847 -20.25598 -0.90346  -0.187
242 O 5.33101 -20.15350 0.39806  -0.093
243 O 8.19742 -20.48776 -0.38868  -0.125
244 H 7.41426 -21.50312 -1.95906  0.124
245 H 6.99494 -22.19510 -0.42923  0.109
246 H 5.34922 -20.70959 -1.66921  0.122
247 H 6.39203 -19.34680 -1.33987  0.106
248 H 6.06829 -20.04701 1.00359  0.064
249 H 8.17618 -20.67777 0.55209  -0.031

HOMO, Eh: -0.2564
Energy, eV: -210875.512
Gap between HOMO and LUMO, eV: 8.004
Charge: -1

---

# C5H13N2

An isolated ion of composition C5H13N2 and charge +1 (ωB97M-V/def2-TZVPD, the OMol25 dataset).

Each line ends with the Löwdin charge.
Cartesian coordinates (Å):
1 C -1.82387 -1.35837 -0.44839  -0.054
2 C -0.98530 -1.04527 0.79477  -0.471
3 N -1.65531 -0.96319 2.08858  0.029
4 C -0.17903 0.25171 0.66372  -0.162
5 C 0.87778 0.21205 -0.38081  -0.050
6 C 1.89795 1.10670 -0.29645  -0.071
7 N 2.37734 1.73792 -1.56711  0.185
8 H -2.73092 -0.74941 -0.41502  0.085
9 H -2.12063 -2.40304 -0.41146  0.082
10 H -1.30917 -1.13633 -1.38113  0.064
11 H -0.32593 -1.90169 0.97529  0.136
12 H -2.38760 -1.64889 2.23018  0.083
13 H -2.08840 -0.06215 2.26458  0.075
14 H 0.20748 0.51852 1.65304  0.137
15 H -0.87838 1.04588 0.37473  0.141
16 H 1.02086 -0.63609 -1.05241  0.140
17 H 2.54229 1.27075 0.55330  0.133
18 H 2.39584 1.16997 -2.42399  0.177
19 H 3.35455 2.02919 -1.45485  0.170
20 H 1.81044 2.56174 -1.76655  0.171

HOMO, Eh: -0.4488
Energy, eV: -8367.116
Gap between HOMO and LUMO, eV: 7.822
Charge: +1

---

# C10H28O10

A 6-piece molecular cluster, C10H28O10 overall (ωB97M-V/def2-TZVPD, the OMol25 dataset).

Each line ends with the Löwdin charge.
Cartesian coordinates (Å):
1 C -11.74540 -10.53985 -3.45287  -0.001
2 O -10.58612 -9.77996 -3.81824  0.031
3 C -10.31648 -9.35579 -4.99775  -0.633
4 O -9.27431 -8.74430 -5.30884  0.068
5 O -11.30102 -9.56113 -5.80559  0.017
6 C -11.32777 -8.82304 -7.04603  0.003
7 H -12.61967 -9.88990 -3.56117  0.100
8 H -11.59110 -10.81615 -2.41846  0.084
9 H -11.90392 -11.47529 -4.04411  0.106
10 H -11.07944 -7.77539 -6.80097  0.107
11 H -12.38380 -8.72808 -7.34016  0.097
12 H -10.72883 -9.24336 -7.81161  0.086
13 C -16.57348 -12.29023 -2.65201  -0.023
14 O -16.51463 -12.90628 -3.99566  0.001
15 C -15.72339 -12.16835 -4.78207  -0.639
16 O -15.04919 -11.21436 -4.43685  0.092
17 O -15.80177 -12.64818 -6.00246  0.008
18 C -14.70526 -12.26569 -6.83740  -0.033
19 H -15.61246 -12.41484 -2.11221  0.100
20 H -17.32564 -12.92125 -2.10136  0.102
21 H -16.95187 -11.24851 -2.73975  0.103
22 H -14.50881 -11.15392 -6.95335  0.113
23 H -14.97037 -12.70055 -7.78493  0.085
24 H -13.82247 -12.76526 -6.41056  0.105
25 C -8.73604 -13.63009 -4.39819  -0.160
26 O -10.03403 -13.08164 -4.56140  -0.116
27 H -8.05042 -12.98994 -4.89311  0.058
28 H -8.36231 -13.78773 -3.39898  0.065
29 H -8.68055 -14.56696 -4.88956  0.067
30 H -10.48049 -13.02656 -3.70075  0.029
31 C -6.47920 -9.34932 -4.20857  -0.117
32 O -7.30541 -10.54287 -4.38260  -0.155
33 H -5.98415 -9.33933 -3.22079  0.072
34 H -5.62272 -9.45031 -4.93445  0.093
35 H -7.07863 -8.46160 -4.26030  0.063
36 H -8.02732 -10.14496 -4.89317  0.036
37 C -8.19691 -10.70564 -1.49488  -0.194
38 O -8.94324 -11.57524 -2.24741  -0.159
39 H -7.13890 -11.07744 -1.36298  0.098
40 H -8.15655 -9.60433 -1.74983  0.100
41 H -8.64961 -10.72999 -0.51356  0.070
42 H -8.66705 -11.35081 -3.17674  0.063
43 C -10.42991 -14.60303 -1.30911  -0.130
44 O -11.12095 -13.43415 -1.74328  -0.142
45 H -9.55489 -14.88060 -2.01326  0.095
46 H -10.11254 -14.57837 -0.29364  0.069
47 H -11.12581 -15.39568 -1.46699  0.068
48 H -10.66264 -12.62873 -1.46398  0.050

HOMO, Eh: -0.3608
Energy, eV: -31296.601
Gap between HOMO and LUMO, eV: 10.483
Charge: 0